Below is 2 unconnected molecules or ions with the total composition C3H14N3 in a non-equilibrium geometry, with properties calculated with ωB97M-V/def2-TZVPD.

Cartesian coordinates (Å):
N -2.2186 -0.0652 -1.3901
N 3.1873 1.2732 -0.6948
N -0.6198 -0.8572 1.9024
C 1.9116 0.7883 -0.0649
C -2.1931 -0.6555 -0.0183
C -0.7545 -0.5509 0.4973
H 3.9625 1.2282 -0.0222
H 3.4233 0.6802 -1.4740
H 3.1010 2.2561 -1.0436
H -0.1291 -1.1906 -0.1611
H -1.6103 -0.6049 -2.0430
H -2.8961 -0.1448 0.6619
H -3.1524 -0.1561 -1.7296
H -1.1519 -1.7579 2.1253
H 2.0293 -0.2469 0.2697
H -0.4965 0.5106 0.3090
H 1.1589 0.8547 -0.8751
H 0.3500 -1.0954 2.0641
H 1.6593 1.4664 0.7361
H -2.4739 -1.7463 -0.0248

Forces on atoms 1 to 3 (eV/Å):
N 0.9 -0.6 0.6
N 0.3 0.8 0.5
N -0.8 -1.8 0.5

Summary:
HOMO-LUMO gap = 8.061 eV
Charge = +1
Energy above the lowest of the compared OMol25 structures with the same formula, charge and spin = 1.379 eV
Molar mass = 92.166 g mol⁻¹
E_LUMO = -4.13 eV